[1]
The following is a quantum chemistry calculation of a single C20H27FN2O2 molecule, from the OMol25 dataset.

```
52
C20H27FN2O2, DFT ωB97M-V/def2-TZVPD
O -2.35899 2.81899 1.51390
C -1.43337 2.33139 0.90376
N -0.14730 2.44459 1.30816
C 0.21806 3.05754 2.56692
C 0.76211 2.04678 3.54273
C 1.92072 2.29459 4.26672
C 2.41065 1.35491 5.15834
C 1.75991 0.14639 5.33234
C 0.60808 -0.08848 4.60327
F -0.03689 -1.26375 4.75564
C 0.09681 0.83962 3.71780
C -1.60864 1.50480 -0.36762
C -2.84732 1.94216 -1.16044
C -3.68973 0.74930 -1.62473
C -2.85225 -0.43984 -2.04873
O -3.02053 -1.05273 -3.08398
N -1.91569 -0.78763 -1.13247
C -1.12125 -1.97951 -1.34469
C 0.10796 -1.75954 -2.23915
C 1.18836 -0.92743 -1.54794
C 2.40066 -0.74433 -2.45748
C 2.97309 -2.09659 -2.86734
C 1.90202 -2.93008 -3.56284
C 0.69022 -3.11183 -2.65404
C -1.74929 0.02772 0.04373
H 0.58613 1.98417 0.79298
H -0.70177 3.50343 2.96065
H 0.95039 3.85217 2.39442
H 2.44068 3.23189 4.13620
H 3.30952 1.56237 5.71829
H 2.12635 -0.60230 6.01601
H -0.81495 0.62735 3.18101
H -0.71331 1.60278 -0.98926
H -3.46009 2.58410 -0.52376
H -2.53518 2.52652 -2.02665
H -4.33179 0.41197 -0.80680
H -4.33118 1.03540 -2.45771
H -0.81992 -2.37856 -0.37281
H -1.77344 -2.70651 -1.83820
H -0.22989 -1.23337 -3.13744
H 1.49934 -1.43031 -0.62743
H 0.79060 0.05350 -1.28105
H 3.16435 -0.15540 -1.94332
H 2.09937 -0.19448 -3.35208
H 3.82682 -1.95310 -3.53262
H 3.32601 -2.62541 -1.97866
H 2.30801 -3.90606 -3.83606
H 1.59117 -2.42762 -4.48127
H 0.98646 -3.66565 -1.75919
H -0.07387 -3.69388 -3.17204
H -0.86152 -0.30957 0.58304
H -2.61568 -0.07045 0.71189
```

orbital gap = 9.58 eV
SMILES = O=C(NCc1cccc(F)c1)[C@@H]1CCC(=O)N(CC2CCCCC2)C1

***

[2]
The following is a quantum chemistry calculation of a molecular structure, C20H27IrN5O3 at a distorted geometry, from the OMol25 dataset.

```
56
C20H27IrN5O3, DFT ωB97M-V/def2-TZVPD
N -0.06932 2.28787 -0.35434
C 0.13308 3.41523 -0.54866
C 0.10031 4.81820 -0.33697
H -0.93939 5.13702 -0.39923
H 0.70363 5.34011 -1.07204
H 0.48350 4.96447 0.66018
N 2.30163 -1.51931 -1.32408
C 3.20635 -2.06941 -1.81238
C 4.37692 -2.85934 -1.68545
H 5.10771 -2.43920 -2.39945
H 4.09631 -3.89779 -1.96320
H 4.74850 -2.79368 -0.62489
N -2.03760 -0.89291 -0.31115
C -2.98780 -1.52514 -0.50712
C -4.30146 -2.03951 -0.32969
H -4.25789 -2.73441 0.49411
H -4.64803 -2.52649 -1.23562
H -4.94775 -1.19389 -0.07970
Ir 0.56338 -0.50096 -1.07995
C 0.25613 -1.68311 0.37689
O 0.21056 -2.37314 1.29742
C 1.58202 0.44072 0.31223
O 2.27609 0.78436 1.17775
C 0.57167 1.29014 -2.76000
C -0.80436 1.34909 -2.52624
C -1.55306 0.19165 -2.53323
C -0.94376 -1.04012 -2.74034
C 0.42020 -1.11534 -3.12315
C 1.18442 0.08387 -3.09898
H 1.18392 2.17696 -2.66611
H -1.32291 2.25514 -2.28745
H -2.58928 0.28591 -2.25146
H -1.49583 -1.96986 -2.65624
H 0.86062 -2.08495 -3.31818
H 2.25118 0.06706 -3.31988
C -3.10928 1.95062 2.32278
N -2.43228 1.47851 3.49841
C -2.94653 1.83133 4.78606
C -2.31512 0.96528 5.85793
C -0.82096 0.95394 5.66152
N -0.48620 0.49249 4.35990
C 0.73602 -0.18081 4.06433
C -1.24805 0.82365 3.26494
O -0.88823 0.55272 2.12063
H -2.46920 2.62369 1.74366
H -4.01876 2.47585 2.61531
H -3.35893 1.12056 1.66284
H -2.73366 2.89973 4.98993
H -4.04190 1.72746 4.75692
H -2.70836 -0.04740 5.78328
H -2.59772 1.36504 6.83568
H -0.31737 0.33399 6.39922
H -0.46082 1.98753 5.82352
H 1.55278 0.49893 3.84321
H 1.02856 -0.84656 4.87019
H 0.57151 -0.75098 3.16286
```

charge = +4
orbital gap (spin up / spin down) = 5.84 / 3.96 eV
multiplicity = 6

***

[3]
The following is a quantum chemistry calculation of a molecular structure, C20H27N2O3PSSr at a distorted geometry, from the OMol25 dataset.

```
55
C20H27N2O3PSSr, DFT ωB97M-V/def2-TZVPD
C 2.80708 -2.34364 -3.33694
C 3.30946 -1.73065 -2.17762
C 2.52176 -0.80016 -1.43474
C 1.27306 -0.51061 -1.96785
C 0.72530 -1.16646 -3.03987
C 1.49222 -2.10465 -3.76080
C 3.04267 -0.26187 -0.08344
C 2.74312 1.15990 0.54017
N 2.49066 2.12409 -0.53877
Sr 0.48133 0.20548 0.25395
C -0.74431 -0.92170 -3.30877
P -1.19296 0.52828 -2.22823
H 4.32679 -1.95935 -1.84980
H 1.04946 -2.61502 -4.62067
H 3.43253 -3.02165 -3.92419
H -1.39305 -1.75766 -2.98847
H -0.98118 -0.68352 -4.35606
H 2.86505 -1.00894 0.70889
H 4.13897 -0.25596 -0.17631
H 1.99281 1.42048 1.41546
C -2.98916 0.57647 -2.50812
C -0.66572 1.84261 -3.38107
H 3.63133 1.31585 1.19681
C 3.07983 1.97789 -1.92191
C 3.07087 3.41188 -0.04588
H -1.84077 1.24802 1.18421
H 3.64451 2.85194 -2.25598
H 3.71140 1.11731 -2.15809
H 2.29431 1.91907 -2.67110
H 3.78878 3.94035 -0.68014
H 2.25666 4.09229 0.18065
H 3.54692 3.26123 0.92194
H -1.19656 1.69919 -4.33139
H -0.93204 2.81418 -2.94287
H 0.41723 1.81487 -3.54816
H -3.20789 0.50484 -3.58225
H -3.45970 -0.25793 -1.97294
H -3.38478 1.51951 -2.10758
H -1.29379 1.70865 1.57599
O 1.11334 0.46082 3.02999
C 0.92951 -0.78057 3.07973
N 1.49341 -1.66663 2.20072
S 0.44474 -2.84723 1.76998
O -0.26003 -2.35762 0.55657
O 1.00969 -4.16108 1.66192
C -0.57411 -2.58292 3.19709
C -1.76634 -3.22226 3.52147
C -2.58557 -2.62334 4.48700
C -2.19049 -1.43307 5.12129
C -0.96996 -0.83297 4.81444
C -0.14576 -1.43837 3.85398
H -2.03632 -4.15536 3.01274
H -3.55215 -3.06824 4.73559
H -2.85354 -0.95829 5.85196
H -0.62977 0.08852 5.27688
```

orbital gap = 6.70 eV

***

[4]
The following is a quantum chemistry calculation of a single C20H27N3O2 molecule, from the OMol25 dataset.

```
52
C20H27N3O2, DFT ωB97M-V/def2-TZVPD
C 6.35953 2.96241 -0.67572
C 5.71127 1.69657 -0.19692
C 6.39228 0.89297 0.73053
C 5.85729 -0.27942 1.21640
C 4.60293 -0.65460 0.75597
N 3.83372 -1.74834 1.05193
C 2.66779 -1.67080 0.33383
C 2.66535 -0.53793 -0.42812
C 3.89627 0.13768 -0.18100
C 4.46515 1.31993 -0.65316
C 1.52667 -0.16764 -1.32072
N 0.38673 -1.02783 -1.03589
C -0.80308 -0.45721 -0.72655
O -0.96362 0.74751 -0.79161
C -1.93132 -1.41471 -0.32177
N -3.19400 -0.80102 0.02382
C -3.14325 0.06213 1.19282
C -4.57780 0.42585 1.59150
C -4.60713 1.36855 2.78627
O -5.24338 1.06501 0.52209
C -5.27063 0.26053 -0.63898
C -6.00681 1.03494 -1.72302
C -3.84745 -0.10607 -1.07384
C 0.72780 -2.42643 -0.91475
C 1.56384 -2.67041 0.35297
H 7.32036 2.74628 -1.14167
H 5.72912 3.47144 -1.40010
H 6.54012 3.63669 0.16087
H 7.36720 1.21121 1.07072
H 6.39464 -0.88598 1.93086
H 4.07790 -2.48061 1.69607
H 3.93028 1.93016 -1.36588
H 1.20999 0.86503 -1.15446
H 1.81101 -0.27402 -2.37739
H -2.12364 -2.10203 -1.15279
H -1.60632 -1.99683 0.54688
H -2.66456 -0.48251 2.01070
H -2.58037 0.98551 0.99583
H -5.11393 -0.51060 1.83230
H -5.63505 1.62889 3.02173
H -4.14807 0.89606 3.65020
H -4.06665 2.27948 2.54449
H -5.81015 -0.67619 -0.40719
H -6.09292 0.43278 -2.62317
H -6.99935 1.30238 -1.37203
H -5.46328 1.94763 -1.95098
H -3.89057 -0.77566 -1.93647
H -3.31046 0.81072 -1.35481
H -0.16614 -3.04668 -0.91420
H 1.33287 -2.69458 -1.78855
H 1.94980 -3.69257 0.35966
H 0.93998 -2.53764 1.24326
```

orbital gap = 8.48 eV
SMILES = Cc1ccc2[nH]c3c(c2c1)CN(C(=O)CN1C[C@@H](C)O[C@@H](C)C1)CC3

***

Relative energy (zero: lowest compared OMol25 entry of this formula, charge and spin) across the listed records, respectively: 1.7; 28.7; 41.3; 19.2 kcal/mol.